Below is a molecular structure, C23H28ClNO7SSnTe4, with properties calculated with the ωB97M-V functional and the def2-TZVPD basis.

Its HOMO-LUMO gap (spin up / spin down) is 2.328 / 2.328 eV. The value obtained for the HOMO energy (spin up / spin down) is -0.1062 / -0.1062 Eh. The value obtained for the electronic energy is -3619.4768 Ha. The value obtained for the LUMO energy (spin up / spin down) is -0.021 / -0.021 Eh. The value obtained for the molar mass is 1127.11 g/mol.

The geometry in ORCA input format:
```
! RIJCOSX wB97M-V def2-TZVPD def2/J DEFGRID3
* xyz -2 1
Sn 0.900 -0.821 0.672
C -4.084 -6.703 1.670
C -3.509 -5.369 2.009
C -2.287 -4.995 1.397
C -1.746 -3.767 1.614
C -2.229 -2.921 2.560
C -3.409 -3.202 3.276
C -4.003 -4.426 2.958
S -1.515 -1.298 2.709
O -0.152 -1.376 3.301
O -2.499 -0.353 3.267
N -1.102 -0.821 1.222
C -2.070 -0.481 0.118
C -1.275 -0.210 -1.222
O -2.008 -0.016 -2.160
O 0.042 -0.319 -1.201
H -4.194 -7.253 2.537
H -3.419 -7.212 0.983
H -5.013 -6.470 1.110
H -1.807 -5.567 0.565
H -0.863 -3.318 1.086
H -4.072 -2.610 3.956
H -5.102 -4.552 3.194
H -2.545 0.470 0.406
H -2.793 -1.221 -0.167
Te -7.739 -6.171 -4.158
Te -7.407 -7.814 -2.203
Te -5.592 -5.028 -4.420
Te 2.873 -2.624 0.299
C 1.115 2.877 3.797
C 0.318 3.345 2.644
C -1.073 2.684 2.518
C 1.001 3.358 1.368
C 1.145 4.632 0.766
C 1.695 4.736 -0.533
C 2.238 3.588 -1.153
C 2.148 2.358 -0.476
C 2.914 1.192 -1.151
C 4.455 1.476 -1.161
C 2.535 0.845 -2.623
C 1.367 2.229 0.636
O 1.230 1.061 1.296
H 1.800 3.715 4.081
H 1.734 1.966 3.700
H 0.585 2.614 4.697
H -0.008 4.364 2.879
H -1.150 1.686 2.095
H -1.605 3.309 1.802
H -1.617 2.636 3.439
H 0.740 5.498 1.328
H 1.861 5.653 -1.019
H 2.810 3.668 -2.107
H 2.863 0.296 -0.463
H 4.688 2.186 -2.000
H 5.084 0.598 -1.295
H 4.707 1.974 -0.225
H 1.519 0.531 -2.671
H 3.288 0.138 -2.998
H 2.594 1.708 -3.317
Cl 3.996 1.467 -7.247
C 3.857 2.153 -5.600
C 4.114 3.760 -5.482
O 3.664 4.448 -6.408
O 4.716 4.127 -4.391
H 4.425 1.627 -4.837
H 2.862 1.946 -5.270
*
```